Record 1
Below is C14H12AuCl2N4O4S as an isolated structure, with properties calculated with ωB97M-V/def2-TZVPD.

```
38
Properties=species:S:1:pos:R:3:forces:R:3
Au 0.8551 -0.3519 -1.4060 0.325 0.509 0.777
O 2.8116 -0.4354 -1.2301 0.116 0.165 -0.006
N 3.3369 -0.4168 -0.0340 -0.302 0.026 0.043
N 2.5478 -0.7267 0.8905 0.355 -0.133 0.086
O 1.2704 -0.9180 0.7135 -0.285 -0.249 -0.406
C 3.0716 -0.8527 2.2398 -0.057 -0.046 -0.045
C 4.4433 -0.8011 2.4471 -0.017 -0.038 0.002
C 4.9086 -0.9390 3.7421 -0.005 0.019 0.007
C 4.0185 -1.1199 4.7940 0.005 -0.019 0.000
C 2.6521 -1.1504 4.5596 -0.003 0.008 -0.001
C 2.1621 -1.0175 3.2699 0.036 0.026 -0.003
H 5.1243 -0.6574 1.6220 0.005 -0.016 0.001
H 5.9725 -0.9022 3.9300 -0.001 -0.017 -0.003
H 4.3949 -1.2416 5.8005 -0.003 0.041 0.006
H 1.9609 -1.2693 5.3822 0.003 -0.035 -0.005
H 1.1033 -1.0381 3.0661 -0.008 0.001 0.009
N -6.0982 -0.9648 -0.8978 -0.044 0.011 -0.032
C -5.4126 -0.5252 -1.9630 0.064 -0.007 0.027
S -6.1397 -0.0033 -3.3318 -0.010 -0.020 0.005
C -3.9100 -0.5430 -1.8295 -0.019 0.001 -0.022
C -3.1273 -0.1529 -2.9110 0.037 -0.022 -0.005
C -1.7578 -0.1425 -2.8012 0.039 -0.110 -0.116
N -1.1426 -0.5268 -1.6739 -0.036 0.114 0.186
C -1.8731 -0.9143 -0.6191 -0.018 0.003 -0.032
C -3.2488 -0.9365 -0.6663 -0.010 -0.011 -0.014
H -7.1035 -0.9768 -0.9574 -0.001 0.023 0.015
H -5.6772 -1.2476 -0.0329 0.009 -0.026 -0.002
H -3.6010 0.1561 -3.8315 -0.007 -0.001 0.002
H -1.1266 0.1645 -3.6226 -0.004 0.057 0.024
H -1.3320 -1.2111 0.2696 0.002 0.046 0.015
H -3.7643 -1.2593 0.2252 0.008 -0.004 0.004
Cl 1.9413 4.3559 -1.0459 -0.007 -0.014 -0.007
C 0.7853 3.8555 -2.2837 -0.052 0.000 0.039
Cl 1.4709 3.8960 -3.9060 -0.003 -0.017 -0.016
C 0.2460 2.4530 -1.9630 0.087 -0.022 0.101
O -0.9170 2.2684 -1.7199 0.004 0.032 0.006
O 1.2138 1.5594 -1.9748 -0.214 -0.295 -0.631
H -0.0597 4.5335 -2.2506 0.011 0.022 -0.010
```
Positions in Å, forces in eV/Å.

Output
**Kohn-Sham gap**: 5.00 eV
**Energy above the lowest of the compared OMol25 structures with the same formula, charge and spin**: 0.0 kcal/mol
**Max |F|**: 0.98 eV Å⁻¹
**Total energy**: -68423.4288 eV
**Total charge**: +1

***

Record 2
Below is C14H12BCl7F2N2OSn as an isolated structure, with properties calculated with ωB97M-V/def2-TZVPD.

```
40
Properties=species:S:1:pos:R:3:forces:R:3
Sn 1.5075 -1.2017 0.3099 0.325 -0.090 0.128
Cl -1.0697 -2.7343 -2.1154 -0.123 -0.716 -0.051
C 0.3203 -3.6975 -1.5460 -0.005 0.030 0.095
C 1.2030 -3.1573 -0.6226 -0.151 -0.026 -0.143
C 2.2268 -4.0037 -0.2215 -0.026 -0.095 -0.119
Cl 3.3870 -3.3530 0.9101 -0.043 0.168 0.063
C 2.3759 -5.3109 -0.6773 0.077 -0.004 0.070
Cl 3.6581 -6.2823 -0.1226 -0.012 0.013 -0.009
C 1.4480 -5.8072 -1.5962 -0.070 0.019 -0.032
Cl 1.5810 -7.3966 -2.1712 0.010 0.013 0.002
C 0.3961 -4.9881 -2.0449 -0.005 0.033 0.008
Cl -0.7515 -5.5844 -3.1547 0.009 -0.030 -0.016
Cl 2.7697 -0.1587 3.4478 -0.105 -0.079 0.003
C 4.2809 0.3987 4.2346 0.109 0.064 -0.027
Cl 5.1234 1.5733 3.2399 -0.007 -0.011 -0.002
H 4.9122 -0.4689 4.3812 -0.026 -0.003 -0.003
H 3.9971 0.8561 5.1746 -0.021 -0.007 -0.019
O 2.0229 3.5095 0.8225 0.015 0.144 0.055
C 2.1783 2.4411 0.5224 -0.041 -0.154 -0.061
F -1.2476 -0.3949 -3.3634 0.221 -0.138 0.247
B -0.3751 -0.9266 -2.4995 0.323 0.662 0.006
F 0.9384 -1.0131 -2.8340 -0.793 0.102 0.594
N -0.5480 -0.2617 -0.9943 0.494 0.249 -0.808
C -1.1867 0.7436 -0.8751 -0.129 -0.342 -0.098
N -1.9132 1.7506 -0.7606 -0.083 0.142 0.093
C -1.4439 3.1232 -1.1544 0.017 0.055 0.042
C -1.7924 4.1262 -0.0432 0.022 -0.006 -0.020
C -2.1989 3.4169 1.2447 0.014 0.004 0.012
C -3.4450 2.5609 1.0202 -0.003 -0.018 0.011
C -3.3085 1.6452 -0.2105 -0.033 0.010 0.002
H -1.9449 3.3441 -2.0959 0.010 -0.012 -0.010
H -0.3751 3.0525 -1.3429 0.036 -0.006 0.027
H -2.6059 4.7701 -0.3782 -0.015 -0.015 -0.002
H -0.9296 4.7676 0.1259 0.009 0.021 0.000
H -2.4039 4.1525 2.0201 -0.002 0.003 -0.004
H -1.3709 2.8052 1.6182 -0.012 -0.003 -0.010
H -4.3040 3.2131 0.8641 -0.012 -0.007 0.002
H -3.6586 1.9582 1.9013 0.016 -0.003 -0.001
H -3.9645 1.9360 -1.0298 0.018 0.014 -0.015
H -3.4888 0.5963 0.0167 -0.008 0.019 -0.009
```
Positions in Å, forces in eV/Å.

Output
**Kohn-Sham gap**: 6.97 eV
**Energy above the lowest of the compared OMol25 structures with the same formula, charge and spin**: 0.0 kcal/mol
**Max |F|**: 1.00 eV Å⁻¹
**Total energy**: -119326.3691 eV
**Total charge**: +2

***

Record 3
Below is C14H12BrCl2N2O3PtS as an isolated structure in a non-equilibrium geometry, with properties calculated with ωB97M-V/def2-TZVPD.

```
36
Properties=species:S:1:pos:R:3:forces:R:3
Pt -0.7073 -0.3213 -0.1278 0.388 0.499 -1.163
C -2.5922 -2.7442 4.3407 0.329 0.138 -0.818
C -2.1367 -2.8731 2.9264 0.117 -1.232 -1.465
C -2.0306 -4.1309 2.2152 -1.212 1.553 1.016
C -1.7491 -4.1837 0.8759 0.519 0.490 -0.482
C -1.3982 -2.9604 0.3232 1.573 -0.054 -0.618
Br -0.3837 -2.9113 -1.3147 -0.798 -0.169 0.346
N -1.3974 -1.7652 0.9472 -1.550 -2.993 0.938
C -1.8626 -1.7338 2.2143 -0.521 1.327 0.529
H -2.4800 -3.6932 4.8077 -0.109 -0.646 0.710
H -3.6282 -2.4190 4.3569 -0.073 0.064 0.274
H -1.9275 -2.0251 4.8022 -0.185 0.167 0.486
H -2.3846 -5.0068 2.7102 0.184 -0.612 0.456
H -1.6873 -5.0929 0.2562 -0.144 0.546 0.600
H -2.1103 -0.7090 2.6404 0.693 -1.550 -0.551
Cl 0.9796 0.0786 3.0039 -1.077 0.374 -0.099
C -0.1850 1.4496 2.8373 0.617 -1.299 0.222
Cl -1.2732 1.3991 1.4167 -0.368 1.161 0.708
H 0.4732 2.2652 2.6842 0.094 1.036 0.082
H -0.8789 1.4833 3.6707 0.439 0.134 0.191
O 2.0040 1.5984 0.2851 -2.799 -0.862 -3.158
C 1.4348 1.5132 -0.8414 2.621 2.198 2.233
N 0.3206 0.7981 -1.2407 0.277 -1.125 -0.021
S 0.2849 0.4806 -2.9219 0.815 1.127 -1.938
O 0.8056 -0.8394 -3.2217 -0.826 1.177 0.725
O -0.9431 0.9752 -3.4885 0.197 -1.125 0.807
C 1.4563 1.7581 -3.2226 0.494 0.833 -0.325
C 1.8242 2.3647 -4.4166 0.347 -0.771 0.385
C 2.7773 3.4071 -4.3850 -1.087 -0.145 -2.127
C 3.2097 3.9237 -3.1875 0.793 -0.081 1.007
C 2.7517 3.3413 -1.9757 1.132 2.018 -0.517
C 1.9022 2.2843 -2.0170 -0.029 -1.040 0.170
H 1.4632 1.9359 -5.3428 0.035 0.283 -0.116
H 3.0316 3.8161 -5.4148 0.066 -0.352 1.721
H 4.0013 4.7048 -3.1550 -0.955 -0.503 -0.022
H 3.0357 3.8320 -1.0408 0.001 -0.565 -0.182
```
Positions in Å, forces in eV/Å.

Output
**Kohn-Sham gap (alpha / beta)**: 7.89 / 6.27 eV
**Energy above the lowest of the compared OMol25 structures with the same formula, charge and spin**: 8.4 kcal/mol
**Spin multiplicity**: 3
**Max |F|**: 4.31 eV Å⁻¹
**Total energy**: -132994.9507 eV
**<S²>**: 2.0097
**Total charge**: +1

***

Record 4
Below is the molecule C14H12Cl2N6OS2 in a non-equilibrium geometry, with properties calculated with ωB97M-V/def2-TZVPD.

```
37
Properties=species:S:1:pos:R:3:forces:R:3
C 0.7758 3.2476 -0.0273 0.035 0.045 -0.177
C -0.5194 2.5340 0.0923 -0.253 -0.105 0.075
C -1.0483 1.8882 1.1625 0.561 0.399 -0.496
N -2.2657 1.3201 0.9795 -0.971 -0.275 0.115
C -2.7104 1.5081 -0.2097 0.947 0.608 -0.268
N -3.9135 1.0806 -0.7072 -0.472 0.324 -0.599
C -4.7749 0.1195 -0.2201 0.089 -0.003 0.181
O -5.8763 0.0105 -0.6999 -0.223 -0.112 -0.019
C -4.2241 -0.8123 0.8280 0.041 -0.304 -0.130
S -3.0756 -1.9520 -0.0361 -0.074 -0.127 0.272
C -1.5508 -1.5027 0.6852 0.005 -0.223 -0.402
N -1.2411 -1.4461 1.9543 -1.151 -0.385 -0.093
N 0.0299 -1.0810 2.0440 1.291 0.308 0.157
C 0.5178 -0.9228 0.8323 -0.447 -0.098 -0.163
C 1.8878 -0.5268 0.5515 0.302 0.051 -0.158
C 2.4403 0.5139 1.2992 -0.009 -0.149 -0.176
C 3.7308 0.9500 1.0837 0.128 -0.030 -0.043
C 4.5015 0.3348 0.1066 -0.371 -0.161 0.055
Cl 6.1076 0.8788 -0.1939 0.200 0.071 -0.034
C 3.9993 -0.7330 -0.6197 0.087 0.099 -0.007
C 2.7040 -1.1621 -0.3842 0.073 0.312 0.246
Cl 2.1639 -2.5775 -1.2204 0.081 -0.245 -0.093
N -0.4659 -1.1774 -0.0821 -0.059 -0.275 0.938
N -0.4666 -0.9315 -1.4427 0.129 0.335 -0.762
S -1.6236 2.4260 -1.2520 -0.176 -0.350 0.689
H 1.4610 2.6935 -0.6696 0.111 0.029 0.003
H 1.2294 3.3559 0.9543 0.059 0.038 0.049
H 0.6294 4.2352 -0.4621 0.103 0.101 0.037
H -0.5940 1.7958 2.1315 0.228 0.051 0.168
H -4.2679 1.5819 -1.5137 -0.065 -0.163 0.191
H -5.0303 -1.4147 1.2422 0.027 0.127 -0.075
H -3.6547 -0.3040 1.6019 -0.083 -0.043 0.000
H 1.8285 0.9667 2.0616 -0.086 0.083 0.079
H 4.1425 1.7588 1.6654 0.055 0.083 0.045
H 4.6135 -1.2346 -1.3504 0.043 -0.039 -0.044
H -1.3967 -1.1434 -1.8020 0.147 0.086 0.164
H 0.2285 -1.5065 -1.9177 -0.303 -0.063 0.277
```
Positions in Å, forces in eV/Å.

Output
**Kohn-Sham gap**: 8.78 eV
**Max |F|**: 1.34 eV Å⁻¹
**Total energy**: -72415.9002 eV
**SMILES string**: Cc1cnc(NC(=O)CSc2nnc(-c3ccc(Cl)cc3Cl)n2N)s1
**Total charge**: 0

***

Record 5
Below is C14H12FORuS9 as an isolated structure, with properties calculated with ωB97M-V/def2-TZVPD.

```
38
Properties=species:S:1:pos:R:3:forces:R:3
Ru 0.5453 0.4294 -0.9296 0.241 -0.205 -0.033
S 4.0287 -2.5991 -0.5382 -0.061 0.093 -0.238
C 2.8108 -1.4835 -0.7659 -0.023 0.039 0.458
S 1.1328 -1.8895 -0.9792 0.002 0.090 -0.259
S 2.9733 0.2336 -0.6723 -0.064 -0.025 -0.099
S -2.2735 7.3712 -0.8126 0.009 -0.013 0.023
C -1.6125 5.8219 -0.7849 0.007 -0.061 0.012
S -2.2241 4.5285 0.2626 -0.188 0.083 0.150
C -1.0629 3.3329 -0.2018 0.293 0.092 -0.450
C -0.3384 3.6259 -1.3841 -0.254 -0.083 0.415
S 0.8331 2.6086 -2.0487 0.125 -0.060 -0.126
S -0.7350 5.1267 -2.1547 0.035 0.121 -0.186
S -0.8730 1.9062 0.6862 0.082 -0.106 0.114
O 0.6901 -0.3053 1.7072 -0.115 -0.051 0.273
S 0.4119 -1.7006 2.1783 -0.116 0.107 -0.467
C 0.2281 -1.5495 3.9729 0.083 0.088 0.174
C 1.6368 -1.5667 4.5511 -0.005 0.019 0.036
C 2.3409 -2.7048 3.8150 -0.035 -0.012 -0.006
C 2.0401 -2.4977 2.3339 0.010 -0.030 0.070
H -0.3654 -2.3953 4.3273 -0.005 -0.045 -0.008
H -0.3276 -0.6256 4.1223 -0.015 0.008 0.070
H 1.6363 -1.7025 5.6346 -0.004 -0.003 0.008
H 2.1271 -0.6168 4.3286 0.008 -0.001 -0.014
H 1.9346 -3.6626 4.1563 0.007 -0.005 0.000
H 3.4161 -2.7243 3.9962 0.023 0.026 -0.004
H 2.0658 -3.3934 1.7178 0.009 -0.018 0.019
H 2.7010 -1.7643 1.8695 0.042 -0.020 0.048
F -3.9058 -0.5434 -5.2167 0.026 0.015 0.029
C -2.9418 -0.3333 -4.2655 -0.045 0.006 -0.026
C -1.7521 -1.0153 -4.3599 -0.006 0.002 0.023
C -0.7891 -0.8077 -3.3749 0.114 -0.011 0.000
C -0.9764 0.0801 -2.3096 -0.180 -0.032 -0.028
C -2.2026 0.7615 -2.2860 0.032 -0.005 0.069
C -3.1898 0.5556 -3.2421 0.016 -0.016 -0.032
H -1.5853 -1.7019 -5.1801 0.009 -0.013 -0.015
H 0.1391 -1.3634 -3.4518 -0.035 0.019 0.001
H -2.4071 1.4738 -1.4978 0.000 -0.002 -0.003
H -4.1297 1.0906 -3.2032 -0.020 0.010 0.002
```
Positions in Å, forces in eV/Å.

Output
**Kohn-Sham gap (alpha / beta)**: 3.82 / 5.79 eV
**Energy above the lowest of the compared OMol25 structures with the same formula, charge and spin**: 0.0 kcal/mol
**Spin multiplicity**: 6
**Max |F|**: 0.54 eV Å⁻¹
**Total energy**: -119577.2127 eV
**<S²>**: 8.7819
**Total charge**: -2

***

Record 6
Below is C14H12IN5O3Ru as an isolated structure in a non-equilibrium geometry, with properties calculated with ωB97M-V/def2-TZVPD.

```
36
Properties=species:S:1:pos:R:3:forces:R:3
Ru 0.1354 0.6039 0.6235 -0.549 0.518 -0.489
C 3.0398 -1.6108 -0.7571 -0.016 0.007 0.011
C 2.5283 -0.9238 0.4745 0.061 -0.057 -0.086
C 1.6137 -1.5610 1.3274 0.083 -0.089 0.104
C 1.1269 -0.9268 2.4724 0.180 -0.030 0.081
C 1.5272 0.3826 2.7690 0.165 -0.098 0.112
C 2.4335 1.0278 1.9211 0.159 -0.067 0.146
C 2.9373 0.3707 0.8000 0.074 0.062 -0.038
H 3.0539 -2.6918 -0.6264 0.007 0.012 -0.004
H 4.0453 -1.2722 -1.0015 -0.011 -0.011 0.004
H 2.4005 -1.3870 -1.6153 0.001 0.010 0.033
H 1.3245 -2.5834 1.1184 -0.085 0.027 -0.047
H 0.4957 -1.4663 3.1655 -0.145 0.038 -0.055
H 1.1847 0.8673 3.6720 -0.119 0.055 -0.053
H 2.7729 2.0258 2.1607 -0.058 0.057 -0.050
H 3.6335 0.8855 0.1508 -0.001 0.001 0.006
N 0.7613 1.8179 -0.8460 -0.133 0.134 -0.130
C 0.3654 2.7517 -1.5165 0.230 -0.804 0.803
N 0.0511 3.6270 -2.2671 -0.225 0.865 -0.790
C -0.5537 4.7549 -2.5757 0.194 -0.448 0.346
N -1.0629 5.7475 -2.8608 -0.031 0.018 -0.072
O -3.0165 2.5445 1.7630 -0.003 0.170 -0.065
N -2.0726 1.9517 1.3726 -0.239 -0.312 0.176
O -2.0081 1.3702 0.2419 0.136 0.122 0.079
O -1.0130 1.7871 2.1004 0.299 -0.104 -0.072
I -4.2344 -3.3458 0.9464 -0.003 0.003 -0.007
C -2.9719 -2.2570 -0.2866 -0.095 -0.107 0.064
C -3.2809 -2.0148 -1.6169 -0.023 0.021 -0.089
C -2.3922 -1.2868 -2.3920 -0.068 -0.060 -0.072
C -1.2376 -0.8013 -1.8150 0.104 -0.088 0.135
N -0.9418 -1.0315 -0.5276 -0.164 0.036 0.138
C -1.7946 -1.7483 0.2221 0.232 0.026 -0.184
H -4.2038 -2.3872 -2.0409 0.013 -0.003 -0.008
H -2.5995 -1.0865 -3.4343 0.007 -0.001 0.031
H -0.5275 -0.2118 -2.3774 0.014 0.057 0.010
H -1.5198 -1.9220 1.2552 0.007 0.042 0.035
```
Positions in Å, forces in eV/Å.

Output
**Kohn-Sham gap (alpha / beta)**: 8.99 / 6.55 eV
**Spin multiplicity**: 6
**Max |F|**: 1.19 eV Å⁻¹
**Total energy**: -38974.9046 eV
**<S²>**: 8.7683
**Total charge**: +1